1.
{
  "formula": "C26H19BrClN2O4",
  "method": "ωB97M-V/def2-TZVPD",
  "gap_ev": 6.0,
  "total_charge": 1,
  "lumo_energy_ev": -5.47,
  "e_tot_ha": -4446.0456,
  "elements": ["C", "C", "C", "N", "N", "C", "C", "C", "C", "C", "C", "C", "C", "C", "Br", "C", "C", "Cl", "H", "H", "H", "H", "H", "H", "H", "H", "H", "H", "H", "C", "C", "C", "O", "C", "C", "C", "O", "H", "H", "H", "H", "C", "C", "C", "O", "C", "C", "C", "O", "H", "H", "H", "H"],
  "positions_angstrom": [[-1.58664, -6.01889, 1.65258], [-2.51354, -5.16824, 1.22742], [-3.46066, -4.07156, 0.49785], [-3.32681, -2.75652, 1.01663], [-4.04684, -1.79445, 0.43071], [-3.89661, -0.38436, 0.98904], [-2.78421, 0.48217, 0.17713], [-1.38985, -0.34296, 0.18003], [-0.27272, -0.24529, 1.29665], [1.05816, -1.13816, 1.23088], [1.28796, -2.15574, 0.01140], [0.20341, -2.24083, -1.14850], [-1.10174, -1.33157, -1.02737], [-4.90928, -2.11343, -0.67472], [-5.87126, -0.53936, -1.48686], [-5.22130, -3.49242, -1.35026], [-4.35953, -4.66679, -0.65576], [-4.45780, -6.40340, -1.17796], [-0.54206, -6.44598, 1.92399], [-4.90233, 0.15058, 1.13469], [-3.45514, -0.52835, 2.06120], [-2.61939, 1.45598, 0.80240], [-3.10208, 0.77629, -0.88733], [-0.41070, 0.47960, 2.17830], [1.84015, -1.03529, 2.08404], [2.23473, -2.81002, -0.00946], [0.38244, -2.95948, -2.04626], [-1.86764, -1.44310, -1.89458], [-5.95456, -3.68163, -2.22107], [-0.13776, 2.33571, -1.26351], [0.99532, 1.63500, -1.33359], [2.12900, 2.09242, -2.16405], [3.16339, 1.45182, -2.22990], [1.95956, 3.35579, -2.91189], [0.82609, 4.05637, -2.84159], [-0.30745, 3.59885, -2.01114], [-1.34249, 4.23851, -1.94445], [-0.97746, 2.01554, -0.66169], [1.13577, 0.70766, -0.79134], [2.80018, 3.67655, -3.51465], [0.68534, 4.98343, -3.38366], [4.77905, 2.64626, 0.40810], [4.60971, 1.33483, 0.58628], [4.32694, 0.77332, 1.92330], [4.17368, -0.42572, 2.08760], [4.23740, 1.71987, 3.05475], [4.40671, 3.03129, 2.87673], [4.68955, 3.59311, 1.53920], [4.84212, 4.78996, 1.37546], [4.98756, 3.07435, -0.56455], [4.67133, 0.62826, -0.23218], [4.02886, 1.29141, 4.02735], [4.34505, 3.73816, 3.69511]],
  "forces_ev_per_angstrom": [[-4.148, 5.690, -2.755], [4.239, -2.755, 1.046], [1.032, -2.349, 0.833], [-1.260, -3.186, -2.270], [-2.170, -1.814, -2.636], [1.144, 0.900, 1.368], [1.016, -0.408, 0.874], [3.253, -2.362, -0.849], [0.477, -2.397, -2.681], [-2.880, -0.321, -2.756], [-3.340, 2.476, 0.314], [-0.299, 2.494, 3.600], [2.235, -0.320, 1.893], [-0.686, -0.653, -0.973], [1.152, -2.009, 0.971], [3.818, -0.709, 4.126], [-1.189, 4.724, -0.244], [0.337, 3.318, 1.166], [-2.664, 0.658, -0.435], [1.419, -1.124, -0.702], [-0.835, -0.073, -2.070], [-0.487, -1.747, -1.147], [0.447, -0.611, 1.666], [0.258, -1.267, -1.539], [-1.516, -0.265, -1.819], [-1.718, 1.272, 0.004], [-0.507, 1.564, 1.811], [1.382, 0.404, 1.692], [1.365, 0.707, 1.680], [0.300, -0.152, -0.002], [-0.322, -0.032, 0.151], [0.413, -0.192, -0.103], [-0.346, 0.190, 0.027], [-0.157, 0.278, -0.101], [0.333, -0.020, -0.138], [-0.436, 0.330, 0.018], [0.299, -0.282, 0.001], [0.095, 0.097, -0.052], [0.021, -0.003, -0.031], [0.004, -0.030, 0.016], [-0.033, -0.016, 0.034], [-0.027, -0.310, -0.115], [0.094, 0.155, -0.202], [0.047, -0.328, 0.017], [-0.065, 0.305, -0.028], [-0.025, 0.287, 0.152], [-0.094, -0.278, 0.279], [0.119, 0.600, -0.147], [-0.093, -0.454, 0.078], [-0.001, 0.001, 0.016], [-0.039, 0.025, 0.018], [0.022, -0.025, -0.015], [0.019, 0.017, -0.042]],
  "lowdin_charge": [0.12, -0.05, -0.16, 0.17, -0.14, -0.14, -0.16, -0.22, -0.02, -0.03, -0.04, -0.05, -0.05, -0.44, 0.76, 0.02, -0.44, 0.68, 0.09, 0.12, 0.15, 0.14, 0.11, 0.10, 0.09, 0.10, 0.10, 0.09, 0.13, 0.02, 0.03, -0.37, 0.09, 0.03, 0.03, -0.38, 0.10, 0.08, 0.08, 0.13, 0.13, 0.02, 0.02, -0.38, 0.07, 0.02, 0.03, -0.38, 0.11, 0.12, 0.12, 0.12, 0.13]
}



2.
{
  "formula": "C26H19ClN6O3SV",
  "method": "ωB97M-V/def2-TZVPD",
  "multiplicity": 2,
  "gap_ev": [5.8, 6.5],
  "total_charge": 2,
  "s_squared": 0.78,
  "lumo_energy_ev": [-7.71, -7.03],
  "e_tot_ha": -3358.4151,
  "relative_energy_kj_mol": 0.0,
  "elements": ["V", "Cl", "C", "C", "C", "C", "O", "C", "C", "N", "C", "C", "C", "C", "C", "C", "C", "C", "N", "C", "C", "H", "H", "H", "H", "H", "H", "H", "H", "H", "H", "N", "C", "C", "C", "C", "C", "C", "S", "O", "O", "N", "C", "N", "C", "C", "C", "N", "H", "H", "H", "H", "H", "H", "H", "H", "H"],
  "positions_angstrom": [[0.41830, 0.11579, 0.28234], [-5.32207, 2.24589, -3.34785], [-3.94003, 1.48960, -2.66743], [-3.05992, 0.78667, -3.49340], [-1.94194, 0.16881, -2.96476], [-1.69005, 0.27347, -1.60486], [-0.59812, -0.32818, -1.07575], [-2.57333, 0.96575, -0.75777], [-2.41432, 0.91102, 0.67569], [-1.32317, 0.55099, 1.25605], [-1.27978, 0.16785, 2.62578], [-1.99526, 0.69463, 3.66218], [-1.85969, 0.13744, 4.95262], [-1.03262, -0.92643, 5.17587], [-0.26653, -1.47126, 4.11607], [0.61230, -2.56890, 4.24737], [1.32666, -3.00732, 3.16198], [1.21289, -2.32370, 1.94919], [0.38235, -1.30402, 1.78132], [-0.37934, -0.89367, 2.84594], [-3.71535, 1.55930, -1.30765], [-3.26718, 0.71938, -4.55282], [-1.26617, -0.39741, -3.59127], [-3.29744, 1.09439, 1.28556], [-2.65917, 1.53646, 3.51054], [-2.42801, 0.56269, 5.76764], [-0.94633, -1.35871, 6.16401], [0.71787, -3.05605, 5.20882], [2.00453, -3.84483, 3.23351], [1.82791, -2.59477, 1.10107], [-4.42212, 2.07303, -0.66888], [7.17294, 4.17483, -0.18908], [6.15000, 3.38560, 0.17642], [5.27118, 2.85411, -0.79711], [4.23127, 2.04723, -0.42439], [4.04251, 1.74252, 0.93195], [4.89997, 2.26458, 1.91329], [5.93697, 3.07324, 1.53760], [2.74178, 0.78498, 1.43917], [2.98931, 0.14108, 2.68218], [2.36097, -0.15440, 0.28649], [1.29216, 1.56677, 1.49663], [1.16316, 2.58370, 0.53120], [0.57725, 2.07578, -0.55761], [0.35126, 2.88728, -1.59849], [0.73802, 4.20734, -1.51894], [1.34769, 4.62874, -0.33908], [1.55950, 3.82169, 0.70043], [7.36997, 4.35787, -1.15699], [7.83070, 4.51829, 0.48863], [5.44254, 3.07005, -1.84361], [3.58465, 1.61748, -1.17925], [4.74841, 2.01755, 2.95507], [6.61053, 3.46905, 2.28613], [-0.13273, 2.46396, -2.46959], [0.57342, 4.88921, -2.33960], [1.66183, 5.65831, -0.21537]],
  "forces_ev_per_angstrom": [[-0.585, -0.218, -0.399], [-0.001, 0.001, 0.001], [-0.010, 0.007, 0.004], [0.022, -0.015, -0.003], [-0.032, 0.004, -0.006], [0.044, 0.003, -0.008], [0.297, 0.161, 0.287], [-0.035, 0.017, 0.043], [0.014, -0.003, -0.034], [0.006, -0.003, -0.005], [0.100, 0.001, 0.042], [-0.058, -0.004, -0.028], [-0.024, 0.024, -0.006], [0.013, -0.026, 0.001], [0.011, -0.052, 0.007], [0.011, -0.005, -0.016], [-0.019, 0.020, 0.008], [0.003, -0.024, -0.006], [0.031, 0.085, 0.112], [-0.009, 0.084, 0.003], [0.008, -0.010, -0.019], [-0.005, 0.003, 0.001], [0.003, 0.003, 0.000], [-0.005, 0.003, -0.006], [0.007, 0.006, 0.001], [-0.001, 0.000, 0.001], [0.002, -0.001, 0.000], [-0.002, 0.003, 0.002], [0.001, 0.000, -0.004], [0.003, -0.001, 0.002], [-0.005, 0.002, -0.005], [0.002, -0.005, -0.001], [0.007, 0.004, 0.000], [-0.007, -0.008, 0.009], [0.024, -0.016, -0.019], [-0.042, 0.080, -0.060], [0.013, 0.020, -0.030], [-0.002, 0.001, 0.007], [0.043, -0.142, 0.115], [-0.047, 0.013, -0.015], [0.127, 0.092, 0.009], [0.105, -0.047, -0.115], [-0.004, -0.065, 0.069], [0.069, -0.024, -0.026], [-0.053, 0.010, 0.064], [0.002, -0.024, -0.040], [-0.085, 0.052, 0.033], [0.026, -0.009, 0.046], [0.000, 0.003, 0.000], [-0.001, 0.000, 0.000], [0.001, 0.002, 0.001], [-0.003, 0.001, 0.009], [-0.010, -0.006, 0.000], [0.000, 0.002, -0.001], [0.010, 0.004, -0.007], [0.009, -0.001, -0.003], [0.030, -0.007, -0.015]],
  "lowdin_charge": [1.12, 0.76, -0.65, -0.04, 0.02, -0.28, -0.12, -0.12, 0.02, 0.03, -0.18, 0.03, -0.02, 0.02, -0.12, 0.06, 0.01, -0.06, 0.01, -0.14, -0.02, 0.13, 0.14, 0.16, 0.13, 0.13, 0.13, 0.14, 0.13, 0.14, 0.13, 0.17, -0.28, 0.00, -0.06, -0.33, -0.03, 0.01, 0.73, -0.22, -0.37, -0.12, -0.47, 0.06, -0.04, 0.01, -0.05, 0.19, 0.12, 0.12, 0.12, 0.12, 0.13, 0.13, 0.13, 0.12, 0.13]
}